Entry from OMol25: a 2-piece molecular cluster, C3H11N overall in a non-equilibrium geometry (the ωB97M-V functional and the def2-TZVPD basis).

Each line ends with the Mulliken charge.
CARTESIAN COORDINATES (ANGSTROEM)
1 C -2.083 -0.754 -1.704  -0.965
2 C -0.630 -0.233 -1.038  -0.384
3 C -0.294 -0.875 0.225  -1.117
4 H -2.880 -0.072 -1.327  0.293
5 H -2.078 -0.430 -2.784  0.283
6 H -2.132 -1.870 -1.687  0.308
7 H 0.114 -0.485 -1.807  0.272
8 H -0.603 0.843 -1.096  0.331
9 H -0.130 -1.908 0.242  0.336
10 H -1.048 -0.559 0.892  0.339
11 H 0.450 -0.446 0.860  0.298
12 N 2.704 1.773 2.490  -0.639
13 H 2.270 2.057 1.657  0.209
14 H 2.723 0.721 2.556  0.221
15 H 3.618 2.239 2.521  0.215

Values from the calculation:
E, a.u.: -175.60439
Highest occupied orbital energy, eV: -9.910
SMILES: CCC.N
Relative energy (zero: lowest compared OMol25 entry of this formula, charge and spin), eV: 1.057
Strongest force on any atom, eV/Å: 4.4
LUMO energy, eV: 0.97
Charge: 0